No. 1
146
Properties=species:S:1:pos:R:3:lowdin_charge:R:1 method="wB97M-V/def2-TZVPD" homo_lumo_gap_ev=5.2 charge=+1 homo_ev=-10.22 e_tot_ev=-87435.4224 multiplicity=1
C 1.546 0.933 3.863 0.00
C 1.348 2.415 3.643 -0.25
P 1.721 3.156 1.886 1.00
C 0.689 4.769 1.566 -0.21
C -0.883 4.288 1.259 -0.39
C -1.618 5.460 0.371 -0.06
O -1.485 4.042 2.579 -0.22
C -2.924 3.751 2.496 -0.18
C -3.181 2.370 1.618 -0.14
C -2.389 1.024 2.122 -0.03
C -2.600 -0.344 1.220 -0.05
C -3.584 -0.244 -0.119 -0.07
C -4.377 1.123 -0.590 -0.05
C -4.165 2.494 0.313 -0.02
N 1.381 1.849 0.720 -0.07
C 2.338 1.798 -0.277 -0.08
O 3.315 1.494 -1.150 0.07
H 2.282 0.532 4.712 0.11
H 0.956 0.102 3.271 0.09
H 0.946 3.046 4.550 0.11
H 3.124 3.468 1.798 0.06
H 1.065 5.281 0.584 0.11
H 0.693 5.497 2.485 0.11
H -0.787 3.346 0.572 0.13
H -0.859 5.857 -0.456 0.10
H -2.072 6.342 1.013 0.11
H -2.477 4.911 -0.250 0.09
H -3.270 3.481 3.606 0.15
H -3.596 4.656 2.168 0.13
H -1.684 1.028 3.081 0.09
H -2.029 -1.326 1.529 0.09
H -3.717 -1.221 -0.782 0.10
H -5.056 1.218 -1.551 0.10
H -4.643 3.539 0.079 0.10
C 3.605 -0.724 -3.177 -0.13
O 4.230 -1.547 -4.158 -0.19
C 3.731 -2.888 -4.141 -0.19
C 2.700 -3.116 -5.249 -0.19
O 1.519 -2.336 -5.033 -0.20
C 1.500 -1.153 -5.830 -0.10
H 3.809 0.320 -3.427 0.08
H 2.521 -0.869 -3.150 0.09
H 4.028 -0.941 -2.193 0.07
H 3.313 -3.135 -3.156 0.11
H 4.587 -3.549 -4.315 0.13
H 2.394 -4.168 -5.235 0.12
H 3.130 -2.908 -6.237 0.13
H 1.228 -1.411 -6.857 0.09
H 2.465 -0.637 -5.824 0.07
H 0.744 -0.480 -5.420 0.09
C 3.557 -5.673 -0.926 -0.11
O 4.759 -4.930 -1.111 -0.20
C 4.850 -3.814 -0.221 -0.20
C 5.753 -4.125 0.977 -0.19
O 5.187 -5.146 1.806 -0.20
C 5.770 -6.425 1.562 -0.10
H 3.677 -6.644 -1.412 0.09
H 3.337 -5.841 0.132 0.08
H 2.723 -5.144 -1.394 0.08
H 3.853 -3.496 0.109 0.12
H 5.292 -2.988 -0.789 0.11
H 5.841 -3.226 1.594 0.12
H 6.762 -4.404 0.647 0.12
H 6.750 -6.476 2.045 0.09
H 5.876 -6.632 0.493 0.08
H 5.118 -7.185 1.999 0.09
C 2.883 3.595 -6.523 -0.11
O 2.600 3.003 -7.788 -0.20
C 3.454 3.498 -8.824 -0.19
C 4.596 2.522 -9.122 -0.19
O 5.486 2.403 -8.007 -0.20
C 5.235 1.227 -7.239 -0.11
H 2.414 2.985 -5.748 0.08
H 3.957 3.643 -6.324 0.08
H 2.458 4.601 -6.486 0.08
H 3.842 4.492 -8.567 0.13
H 2.837 3.603 -9.723 0.12
H 5.183 2.913 -9.959 0.12
H 4.207 1.539 -9.418 0.13
H 5.653 0.360 -7.756 0.09
H 4.167 1.071 -7.062 0.07
H 5.734 1.340 -6.273 0.09
C 9.257 -3.805 -2.362 -0.11
O 10.459 -3.063 -2.546 -0.19
C 10.550 -1.946 -1.656 -0.20
C 11.453 -2.258 -0.459 -0.20
O 10.887 -3.278 0.370 -0.20
C 11.470 -4.558 0.126 -0.11
H 9.377 -4.777 -2.848 0.09
H 9.037 -3.973 -1.303 0.07
H 8.423 -3.277 -2.830 0.08
H 9.553 -1.628 -1.326 0.12
H 10.992 -1.121 -2.224 0.12
H 11.541 -1.358 0.159 0.12
H 12.462 -2.536 -0.788 0.13
H 12.450 -4.608 0.609 0.09
H 11.576 -4.765 -0.943 0.08
H 10.818 -5.317 0.563 0.09
C -0.776 7.098 5.093 -0.10
O 0.520 7.471 5.552 -0.19
C 1.285 8.136 4.542 -0.20
C 1.267 9.655 4.737 -0.19
O -0.046 10.191 4.546 -0.20
C -0.714 10.441 5.782 -0.10
H -1.394 6.867 5.964 0.10
H -1.258 7.903 4.530 0.09
H -0.701 6.207 4.466 0.06
H 0.929 7.863 3.541 0.11
H 2.317 7.781 4.638 0.12
H 1.912 10.114 3.981 0.12
H 1.661 9.930 5.724 0.13
H -0.325 11.362 6.224 0.09
H -0.594 9.615 6.488 0.08
H -1.778 10.568 5.573 0.09
C -9.214 -1.693 3.372 -0.11
O -8.085 -0.826 3.415 -0.19
C -6.901 -1.449 2.908 -0.19
C -6.616 -1.018 1.466 -0.21
O -7.630 -1.486 0.571 -0.19
C -8.578 -0.470 0.248 -0.10
H -10.115 -1.088 3.493 0.10
H -9.283 -2.229 2.420 0.08
H -9.158 -2.412 4.193 0.08
H -6.971 -2.541 2.986 0.13
H -6.071 -1.122 3.543 0.12
H -5.672 -1.469 1.144 0.10
H -6.506 0.072 1.395 0.11
H -8.144 0.212 -0.487 0.08
H -8.894 0.093 1.131 0.09
H -9.456 -0.952 -0.188 0.09
C -13.946 -6.948 2.933 -0.11
O -12.550 -7.180 2.773 -0.20
C -11.953 -6.285 1.829 -0.19
C -11.229 -5.133 2.532 -0.20
O -12.146 -4.289 3.234 -0.20
C -12.179 -4.572 4.632 -0.11
H -14.273 -7.448 3.848 0.09
H -14.177 -5.882 3.020 0.08
H -14.489 -7.372 2.085 0.09
H -12.705 -5.906 1.124 0.13
H -11.222 -6.865 1.257 0.12
H -10.739 -4.512 1.775 0.12
H -10.450 -5.511 3.207 0.13
H -11.299 -4.135 5.112 0.08
H -12.212 -5.646 4.834 0.09
H -13.078 -4.112 5.050 0.09

No. 2
17
Properties=species:S:1:pos:R:3:lowdin_charge:R:1 method="wB97M-V/def2-TZVPD" homo_lumo_gap_ev="9.5 / 8.0" charge=+1 de_lowest_kj_mol=149.0 homo_ev="-15.01 / -15.01" e_tot_ev=-5367.6803 multiplicity=2
C 2.105 -0.426 -0.649 -0.01
C 1.244 -0.502 0.691 -0.01
C -1.518 0.132 -0.067 -0.19
C -3.020 0.260 -0.269 -0.15
C 2.020 0.566 0.983 0.14
H 2.025 -1.479 -0.934 0.14
H 3.183 -0.256 -0.687 0.13
H 1.285 -1.440 1.223 0.14
H -1.139 -0.652 -0.725 0.06
H -1.347 -0.307 0.922 0.07
H -0.943 1.032 -0.267 0.06
H -3.275 0.765 -1.196 0.07
H -3.516 0.769 0.554 0.07
H -3.490 -0.723 -0.294 0.07
H 1.625 0.152 -1.426 0.12
H 2.946 0.547 1.544 0.14
H 1.814 1.562 0.599 0.14

No. 3
85
Properties=species:S:1:pos:R:3:lowdin_charge:R:1 method="wB97M-V/def2-TZVPD" homo_lumo_gap_ev=6.2 charge=+1 homo_ev=-10.75 e_tot_ev=-240640.5186 multiplicity=1
O -1.365 3.369 -2.707 -0.05
C -2.248 4.081 -1.992 -0.11
O -2.468 3.963 -0.533 -0.15
C -1.425 4.684 0.230 -0.21
C -0.230 3.647 0.772 -0.17
C -0.913 2.214 1.297 -0.22
C -0.891 1.113 0.058 -0.15
C -0.226 -0.332 0.456 -0.02
C -1.033 -1.759 0.127 -0.01
C -2.517 -1.823 -0.602 -0.25
O -2.679 -2.566 -1.732 0.00
O -3.738 -1.160 -0.090 -0.01
C -0.366 -3.245 0.506 -0.34
C 1.110 -3.211 1.225 -0.03
N 1.825 -1.906 1.496 0.08
C 1.262 -0.511 1.151 -0.02
C 2.236 0.760 1.509 -0.06
C 3.692 0.531 0.720 -0.22
O 4.731 -0.045 1.349 -0.06
C 3.913 0.966 -0.867 -0.08
C 5.287 0.722 -1.732 0.01
C 5.297 1.221 -3.318 -0.04
C 4.021 1.924 -4.085 -0.04
C 2.649 2.176 -3.217 -0.07
C 2.659 1.699 -1.637 0.00
H -2.969 4.838 -2.562 0.18
H -1.884 5.164 1.212 0.12
H -0.931 5.535 -0.442 0.10
H 0.409 4.173 1.622 0.12
H 0.491 3.503 -0.139 0.07
H -2.005 2.492 1.617 0.12
H -0.249 1.869 2.198 0.06
H -2.041 0.893 -0.180 0.12
H -0.464 1.575 -0.956 0.12
H -4.158 -0.696 -0.875 0.14
H -0.887 -4.272 0.281 -0.02
H 1.616 -4.239 1.529 0.13
H 2.777 -1.977 1.967 0.16
H 2.476 0.724 2.663 0.15
H 1.843 1.804 1.155 0.11
H 6.232 0.230 -1.227 0.11
H 6.279 1.076 -3.939 0.09
H 4.009 2.277 -5.211 0.05
H 1.694 2.696 -3.699 0.02
H 1.690 1.907 -1.017 0.04
C -2.840 -3.698 3.713 -0.93
Cl -1.755 -4.160 5.030 0.53
Cl -1.936 -3.371 2.229 0.73
H -3.543 -4.514 3.528 0.03
H -3.388 -2.798 4.002 0.02
C -1.141 8.669 1.336 -0.99
Cl -2.643 7.925 0.772 0.53
Cl 0.269 7.793 0.729 0.50
H -1.100 9.701 0.979 0.03
H -1.125 8.655 2.428 0.03
C -1.973 -0.460 4.927 -0.99
Cl -3.527 0.152 5.505 0.54
Cl -1.718 -0.045 3.227 0.61
H -1.172 -0.018 5.525 0.04
H -1.956 -1.547 5.034 -0.04
C 1.700 2.765 -7.048 -0.98
Cl 2.638 4.146 -6.466 0.54
Cl 0.750 2.045 -5.742 0.56
H 1.023 3.101 -7.837 0.03
H 2.385 2.012 -7.446 0.03
C 0.794 -6.570 -1.698 -0.93
Cl -0.690 -7.259 -2.368 0.55
Cl 0.435 -5.218 -0.616 0.71
H 1.324 -7.343 -1.137 0.04
H 1.422 -6.212 -2.517 0.04
C -3.174 -7.761 6.904 -1.01
Cl -3.988 -6.859 5.620 0.49
Cl -1.606 -7.043 7.290 0.49
H -3.801 -7.749 7.799 0.03
H -3.022 -8.792 6.574 0.03
C -3.690 -8.830 -4.329 -1.04
Cl -4.744 -9.483 -3.069 0.50
Cl -3.394 -10.029 -5.595 0.51
H -4.169 -7.954 -4.774 0.03
H -2.736 -8.542 -3.882 -0.03
C 3.923 6.761 -0.115 -1.02
Cl 2.422 6.018 -0.678 0.47
Cl 5.334 5.885 -0.722 0.51
H 3.965 7.793 -0.472 0.03
H 3.939 6.748 0.978 0.03

No. 4
6
Properties=species:S:1:pos:R:3:lowdin_charge:R:1 method="wB97M-V/def2-TZVPD" homo_lumo_gap_ev="5.4 / 5.4" charge=0 de_lowest_kj_mol=265.0 homo_ev="-7.55 / -7.54" e_tot_ev=-23772.8676 multiplicity=1
C 1.062 0.016 0.099 -0.58
C -0.340 -0.097 0.238 -0.85
S 2.243 0.089 -0.851 0.93
S -1.498 1.220 -0.161 0.37
H -0.644 -0.804 -0.492 0.06
H -0.823 -0.425 1.168 0.06